A cluster of 3 separate species, C12H25IN3O4 in total. Source: the Open Molecules 2025 dataset; level of theory: wB97M-V/def2-TZVPD.

Results
- Net charge: +1
- F_max: 0.010 hartree/bohr
- Spin multiplicity: 1
- Frontier orbital gap: 8.39 eV
- HOMO level: -12.05 eV
- Energy relative to the best compared isomer or geometry (same formula, charge and spin): 0.0 kcal/mol

Structure (XYZ):
```
45
C12H25IN3O4 wB97M-V/def2-TZVPD
N -2.7019 2.6386 4.6027
C -2.5801 1.4912 5.1779
N -1.4273 1.2141 5.9071
C -0.7245 0.0563 5.2024
C -1.3736 -0.3158 3.8604
I -0.5829 -2.1550 3.1791
C -2.9142 -0.3333 3.8061
N -3.5116 0.5055 4.9066
H -1.9642 3.3261 4.7050
H -3.5095 2.8426 4.0253
H -1.6980 0.9104 6.8415
H -0.6658 -0.7953 5.8822
H 0.2930 0.3841 4.9972
H -1.0284 0.3945 3.1033
H -3.3439 -1.3289 3.8919
H -3.2378 0.0852 2.8527
H -3.5909 -0.0835 5.7321
O -1.8399 2.1340 1.7065
C -1.6083 1.5644 0.6593
O -0.9029 0.4309 0.7238
C -0.7610 -0.5382 -0.3496
C 0.3623 -0.2824 -1.3201
C -2.0490 2.0939 -0.6764
H -1.7168 -0.6694 -0.8595
H -0.5825 -1.4465 0.2237
H 0.1909 0.6175 -1.9121
H 0.4543 -1.1165 -2.0141
H 1.3060 -0.1598 -0.7872
H -1.2917 2.7975 -1.0257
H -2.9796 2.6371 -0.5370
H -2.1811 1.3281 -1.4345
O 0.8827 -1.9505 -4.2420
C 2.0413 -1.8493 -4.5509
O 2.7260 -0.7796 -4.0928
C 4.1375 -0.6095 -4.3058
C 4.4414 0.0220 -5.6462
C 2.7123 -2.8397 -5.4699
H 4.6595 -1.5567 -4.1718
H 4.4480 0.0464 -3.4944
H 4.1283 -0.6159 -6.4725
H 5.5133 0.1983 -5.7400
H 3.9239 0.9764 -5.7378
H 2.5102 -2.5347 -6.4976
H 2.2501 -3.8091 -5.3080
H 3.7864 -2.9254 -5.3409
```

---

The molecule C12H25N3O3 in a non-equilibrium geometry. Source: the Open Molecules 2025 dataset; level of theory: wB97M-V/def2-TZVPD.

Results
- Net charge: 0
- F_max: 0.060 hartree/bohr
- SMILES: CC[C@H](C)[C@H](N)C(=O)N[C@@H](CCCCN)C(=O)O
- Spin multiplicity: 1
- Frontier orbital gap: 9.50 eV
- HOMO level: -8.94 eV
- Energy relative to the best compared isomer or geometry (same formula, charge and spin): 39.0 kcal/mol

Structure (XYZ):
```
43
C12H25N3O3 wB97M-V/def2-TZVPD
C -2.7474 -0.7664 -1.3502
C -2.3230 -1.6378 -0.1378
C -1.2079 -1.0448 0.7576
C -0.3541 -2.0401 1.4979
C -1.5527 0.1608 1.6429
N -2.8787 0.0953 2.2732
C -1.6500 1.3226 0.6203
O -2.6977 1.7863 0.2546
N -0.4622 1.8542 0.1720
C 0.8423 1.7228 0.8702
C 1.9513 1.6454 -0.1571
C 1.8367 0.7561 -1.3517
C 2.1460 -0.7160 -0.9308
C 1.9491 -1.7130 -2.0410
N 2.7302 -1.3235 -3.1797
C 0.9319 2.8674 1.9164
O 0.5062 3.9641 1.6958
O 1.6888 2.5353 2.9402
H -1.8430 -0.1529 -1.6074
H -3.1037 -1.4752 -2.1770
H -3.6147 -0.0669 -1.0939
H -3.1995 -1.8837 0.3700
H -2.0069 -2.6251 -0.4816
H -0.5957 -0.6144 -0.0794
H 0.6529 -1.6183 1.7450
H -0.2426 -2.8833 0.8023
H -0.7330 -2.5018 2.4245
H -0.8796 0.2581 2.4747
H -3.5913 0.2148 1.5647
H -3.0608 -0.6832 2.8688
H -0.5764 2.5505 -0.5390
H 0.7753 0.7675 1.3862
H 2.9202 1.4623 0.3159
H 1.9664 2.6889 -0.4521
H 2.5622 1.1998 -2.0718
H 0.8621 0.8831 -1.8471
H 3.1972 -0.7030 -0.6370
H 1.5085 -0.9607 -0.0950
H 0.8667 -1.6233 -2.2302
H 2.1865 -2.7317 -1.8461
H 2.7974 -2.0256 -3.9257
H 2.5273 -0.4139 -3.6122
H 1.9157 3.4693 3.2501
```

---

A structure of composition C12H25N3OP2V in a non-equilibrium geometry. Source: the Open Molecules 2025 dataset; level of theory: wB97M-V/def2-TZVPD.

Results
- Net charge: +1
- F_max: 0.070 hartree/bohr
- Spin multiplicity: 5
- Frontier orbital gap (spin up / spin down): 7.79 / 4.79 eV
- HOMO level (spin up / spin down): -10.19 / -10.27 eV
- Energy relative to the best compared isomer or geometry (same formula, charge and spin): 13.1 kcal/mol

Structure (XYZ):
```
44
C12H25N3OP2V wB97M-V/def2-TZVPD
V 0.0120 0.0202 0.3591
P -1.9616 -1.0551 0.8896
P -0.3349 2.2656 0.4562
N 0.5520 -1.8534 -0.4587
N 1.6635 0.5306 -0.7813
H 2.2446 -2.7436 -1.3115
H 3.4566 -0.4214 -1.3586
H 2.5185 -1.9407 0.2534
C 1.9739 -1.8790 -0.7008
H 2.1197 -0.6610 -2.4925
C 2.3711 -0.5855 -1.4137
H 0.2299 -3.9013 -0.2783
H 2.9417 2.0619 -1.4253
C -0.1820 -2.9003 -0.0647
C 1.9994 1.8150 -0.8959
C -1.4088 -2.7009 0.5611
C 1.1759 2.7980 -0.3402
H -2.0172 -3.5568 0.8160
H 1.4760 3.8383 -0.3898
H -1.4438 2.9093 -0.0925
H -0.3227 2.7497 1.7792
H -3.1400 -0.7639 0.2203
H -2.3056 -0.9673 2.2523
H 0.3813 1.0180 -2.8732
C -0.6415 0.6566 -3.0155
C -1.5885 1.8194 -3.0289
C -0.7256 -0.2753 -4.1807
O -0.9897 -0.1367 -1.8440
H -1.4082 2.3985 -3.9286
H -2.6206 1.4707 -3.0503
H -1.4639 2.4843 -2.1734
H -0.0354 -1.1177 -4.0851
H -1.7387 -0.6667 -4.2777
H -0.4723 0.2616 -5.0859
H -0.4704 -0.9869 -1.7941
C -0.5304 -0.3495 5.6596
C 0.5417 0.3529 4.7517
C 0.2824 0.1759 3.4014
N 0.1700 0.0448 2.2546
H -1.5266 0.0775 5.4534
H -0.3106 -0.2044 6.7397
H -0.5342 -1.4329 5.4522
H 0.5464 1.4146 5.0211
H 1.5165 -0.0634 5.0202
```

---

The molecule C12H25N5O3 in a non-equilibrium geometry. Source: the Open Molecules 2025 dataset; level of theory: wB97M-V/def2-TZVPD.

Results
- Net charge: 0
- F_max: 0.110 hartree/bohr
- SMILES: [H]/N=C(/N)NCCC[C@H](N)C(=O)N[C@@H](CC(C)C)C(=O)O
- Spin multiplicity: 1
- Frontier orbital gap: 9.20 eV
- HOMO level: -8.89 eV
- Energy relative to the best compared isomer or geometry (same formula, charge and spin): 110.3 kcal/mol

Structure (XYZ):
```
45
C12H25N5O3 wB97M-V/def2-TZVPD
H 5.4433 0.9841 -1.8581
N 6.4890 1.2302 -1.4497
C 6.4792 0.6101 -0.3234
N 7.5496 0.6001 0.4023
N 5.3652 -0.1311 0.1335
C 4.0508 0.3052 -0.3832
C 3.0893 -0.7251 0.3288
C 1.7138 -0.4022 -0.0358
C 0.6604 -1.2680 0.7223
N 0.8962 -2.6490 0.6267
C -0.7746 -0.9953 0.1254
O -1.1606 -1.7560 -0.7029
N -1.4506 0.1523 0.4913
C -2.7128 0.5743 -0.1069
C -3.7042 -0.6385 0.1911
C -4.8640 -0.5105 -0.8028
C -5.4358 0.9971 -1.0034
C -6.0026 -1.5713 -0.4879
C -3.1625 1.8514 0.4202
O -3.4440 2.9177 -0.1131
O -2.9143 1.9507 1.7755
H 7.7371 -0.4062 0.6427
H 8.3273 1.0927 -0.1496
H 5.3685 -0.1189 1.1842
H 3.8226 1.3727 -0.0793
H 4.0034 0.0877 -1.5353
H 3.0436 -0.6113 1.4848
H 3.4354 -1.8657 0.0367
H 1.3159 0.6539 0.2815
H 1.6436 -0.5249 -1.1122
H 0.6580 -0.8106 1.6916
H 0.1774 -3.1260 -0.0902
H 0.7661 -3.2067 1.6345
H -0.9003 0.9341 0.8243
H -2.6264 0.5749 -1.1858
H -4.1235 -0.8275 1.2819
H -3.1312 -1.5772 0.0278
H -4.4560 -0.8453 -1.7865
H -6.2565 0.9303 -1.6596
H -4.5777 1.5877 -1.4733
H -5.8682 1.5023 -0.1121
H -6.3860 -1.2437 0.4783
H -6.8044 -1.8570 -1.3068
H -5.5029 -2.4355 -0.2617
H -2.9251 1.0567 2.0715
```

---

The molecule C12H25N5O3 in a non-equilibrium geometry. Source: the Open Molecules 2025 dataset; level of theory: wB97M-V/def2-TZVPD.

Results
- Net charge: 0
- F_max: 0.080 hartree/bohr
- SMILES: [H]/N=C(\N)NCCC[C@H](N)C(=O)N[C@H](C(=O)O)[C@@H](C)CC
- Spin multiplicity: 1
- Frontier orbital gap: 9.04 eV
- HOMO level: -8.30 eV
- Energy relative to the best compared isomer or geometry (same formula, charge and spin): 82.3 kcal/mol

Structure (XYZ):
```
45
C12H25N5O3 wB97M-V/def2-TZVPD
H -3.5674 0.8222 1.9951
N -2.7946 0.2184 1.8822
C -2.8120 -0.6667 2.8577
N -3.6219 -0.6664 4.0081
N -1.9516 -1.7449 2.9055
C -0.7589 -1.6796 1.9961
C -0.9537 -2.7077 0.9244
C 0.2731 -2.8414 0.0968
C -0.0388 -2.3877 -1.3537
N 1.0010 -2.7574 -2.2289
C -0.0016 -0.7956 -1.4091
O -0.9691 -0.1513 -1.1953
N 1.2280 -0.2063 -1.6201
C 1.5734 1.1494 -1.1215
C 1.4485 1.1182 0.3766
O 1.0318 0.1766 0.9363
O 2.2041 2.0838 0.9465
C 0.7510 2.2673 -1.7643
C -0.3604 2.7477 -0.8566
C 1.6372 3.4186 -2.1900
C 2.8325 2.8381 -3.0493
H -3.0158 -0.1367 4.7088
H -4.4907 0.0085 4.0046
H -1.9938 -2.4106 3.6403
H -0.9592 -0.6291 1.6087
H 0.2329 -1.7168 2.4463
H -1.2930 -3.6663 1.4454
H -1.7685 -2.3493 0.2631
H 0.5883 -4.0114 -0.0398
H 1.0820 -2.2900 0.7519
H -1.1104 -2.6900 -1.5799
H 0.7616 -2.4513 -3.1809
H 1.0018 -3.8242 -2.2722
H 1.9578 -0.8799 -1.8313
H 2.6187 1.2014 -1.2386
H 2.3857 2.7585 0.2557
H 0.4474 1.9458 -2.7401
H -0.9859 1.8961 -0.5866
H 0.0502 3.1071 0.1696
H -0.9742 3.5148 -1.2893
H 1.9238 3.9622 -1.2140
H 1.1689 4.2071 -2.8219
H 2.4041 2.0834 -3.6430
H 3.3316 3.5522 -3.7961
H 3.5011 2.4561 -2.2270
```

---

A structure of composition C12H25N5OS4Zr in a non-equilibrium geometry. Source: the Open Molecules 2025 dataset; level of theory: wB97M-V/def2-TZVPD.

Results
- Net charge: +2
- F_max: 0.021 hartree/bohr
- Spin multiplicity: 1
- Frontier orbital gap: 7.61 eV
- HOMO level: -14.42 eV
- Energy relative to the best compared isomer or geometry (same formula, charge and spin): 3.7 kcal/mol

Structure (XYZ):
```
48
C12H25N5OS4Zr wB97M-V/def2-TZVPD
Zr 0.6128 0.3713 -0.2321
O 6.3277 -0.2596 -1.9927
C 5.2253 -0.4776 -1.6300
S 3.8348 -0.6764 -2.7410
C 2.6436 -0.9772 -1.5052
C 3.0555 -0.9332 -0.1969
S 2.0277 -0.9754 1.2233
S 4.7322 -0.5719 0.0957
S 0.9755 -1.1036 -2.0799
N 2.3468 1.9963 -0.5428
C 2.8168 2.7956 0.6483
C 1.6916 3.6139 1.2539
C 0.5227 2.7822 1.8257
C -0.7746 2.9066 1.0388
N -0.6115 2.3935 -0.3699
H 3.1519 1.4611 -0.8716
H 2.1781 2.6559 -1.3020
H 3.6447 3.4324 0.3424
H 3.1979 2.0816 1.3776
H 1.3108 4.3316 0.5185
H 2.1264 4.2167 2.0501
H 0.3003 3.0798 2.8495
H 0.8418 1.7265 1.9204
H -1.1001 3.9462 1.0281
H -1.5664 2.3197 1.5017
H -0.1486 3.1106 -0.9234
H -1.5373 2.3068 -0.7837
C -2.3887 -2.8406 -1.9450
N -2.2708 -1.5908 -1.1763
C -2.4476 -0.3681 -1.9471
C -1.8761 -1.5881 0.0966
N -1.1665 -0.5199 0.5717
N -2.1604 -2.6074 0.9040
C -1.4267 -2.8347 2.1507
C -3.3586 -3.4395 0.7200
H -1.8421 -2.7124 -2.8789
H -3.4249 -3.0838 -2.1736
H -1.9297 -3.6532 -1.3893
H -3.2282 -0.5404 -2.6855
H -1.5448 -0.0884 -2.5005
H -2.7655 0.4523 -1.3074
H -1.2589 -0.4894 1.5835
H -1.8959 -2.3051 2.9847
H -0.3923 -2.5231 2.0460
H -1.4508 -3.9007 2.3633
H -4.0347 -2.9747 0.0096
H -3.8632 -3.5021 1.6832
H -3.0998 -4.4435 0.3871
```